Molecular formula: C9H11N6O4PdS
Method: DFT, the ωB97M-V functional and the def2-TZVPD basis

Summary:
total charge: +1
relative energy (zero: lowest compared OMol25 entry of this formula, charge and spin): 6.6 kJ/mol
HOMO: -12.9 eV
orbital gap: 8.674 eV
electronic energy: -40952.9731 eV

Atoms and positions in Å:
Pd  -0.28150  -0.31451  0.31130
C  -3.97674  -2.63172  -2.46176
C  -3.76884  -1.23795  -2.00917
N  -4.46441  -0.20334  -2.34407
N  -3.89060  0.85043  -1.68447
C  -2.85324  0.49759  -0.93647
S  -1.86674  1.38082  0.12043
N  -2.75880  -0.83824  -1.14187
N  -1.77602  -1.59928  -0.49446
H  -4.83810  -2.65412  -3.12349
H  -4.16712  -3.29564  -1.61735
H  -3.10735  -3.00121  -3.00785
H  -4.27718  1.77606  -1.78613
H  -1.24014  -2.13225  -1.17916
H  -2.21616  -2.24390  0.16050
C  1.02524  3.31167  0.98069
C  1.74392  2.01807  1.09773
N  1.31288  0.79163  0.82978
C  2.36739  -0.07900  1.06411
C  3.44747  0.63570  1.46534
N  3.02944  1.93796  1.48032
C  4.85761  0.32620  1.85119
O  5.22858  -0.93132  1.80791
O  5.56791  1.24190  2.17428
C  2.17224  -1.53327  0.84331
O  3.08229  -2.32321  0.99715
O  0.95526  -1.85137  0.50632
H  -0.01710  3.15821  0.72841
H  1.48100  3.92070  0.19926
H  1.08368  3.86264  1.91907
H  3.64669  2.69842  1.73595
H  4.49846  -1.53769  1.51320


Molecular formula: C5H8O3
Method: DFT, the ωB97M-V functional and the def2-TZVPD basis

Summary:
total charge: 0
relative energy (zero: lowest compared OMol25 entry of this formula, charge and spin): 119.8 kJ/mol
HOMO: -10.1 eV
orbital gap: 11.029 eV
structure (SMILES): C1O[C@H]2CC[C@@H](O1)O2
electronic energy: -11456.2776 eV

Atoms and positions in Å:
C  1.41565  -0.22158  -0.62148
O  1.21628  1.01336  0.08260
C  -0.09447  1.12917  0.46751
C  -1.01927  0.94181  -0.72027
C  -1.40129  -0.57516  -0.69678
C  -0.46779  -1.03206  0.48843
O  0.82135  -1.31769  -0.01833
O  -0.42936  0.03243  1.30577
H  2.50341  -0.38784  -0.62730
H  1.08878  -0.04940  -1.65417
H  -0.25237  2.01001  1.05201
H  -1.89418  1.64402  -0.64821
H  -0.47944  1.30860  -1.58755
H  -1.18539  -1.15068  -1.60139
H  -2.42881  -0.74737  -0.42981
H  -0.81514  -1.90519  1.03163


Molecular formula: C5H11NOS
Method: DFT, the ωB97M-V functional and the def2-TZVPD basis

Summary:
total charge: 0
relative energy (zero: lowest compared OMol25 entry of this formula, charge and spin): 289.2 kJ/mol
HOMO: -7.8 eV
orbital gap: 8.493 eV
electronic energy: -19734.0981 eV

Atoms and positions in Å:
C  1.77451  0.15386  0.16868
C  -1.66340  1.65030  -0.27479
C  0.99352  -2.38436  0.08766
C  0.55562  0.73341  0.75512
C  -0.32049  1.01553  -0.45741
N  1.78591  -1.15847  -0.21117
O  4.32795  0.16062  -0.38453
S  3.19592  0.99702  0.14943
H  -2.47506  0.86527  0.15572
H  -2.16390  2.12266  -1.11075
H  -1.54745  2.55373  0.34410
H  1.50717  -2.92818  0.78670
H  0.10231  -1.98875  0.50764
H  0.70674  -2.99503  -0.73778
H  0.64591  1.71503  1.25277
H  0.10855  0.07015  1.35169
H  0.18595  1.60429  -1.18990
H  -0.66142  0.10403  -0.95556
H  2.64082  -1.20351  -0.74219


Molecular formula: C34H52O26
Method: DFT, the ωB97M-V functional and the def2-TZVPD basis

Summary:
total charge: -2
relative energy (zero: lowest compared OMol25 entry of this formula, charge and spin): 3914.7 kJ/mol
HOMO: -2.7 eV
orbital gap: 6.565 eV
electronic energy: -89296.0532 eV

Atoms and positions in Å:
O  -2.02494  0.58863  0.89884
C  -0.70141  0.11363  0.81643
C  -0.02104  -0.26278  -0.59792
O  -0.74898  -1.21000  -1.38863
H  -0.63550  -0.76162  1.46273
H  -0.06858  0.76498  1.41923
H  1.05067  -0.45060  -0.53275
H  0.03971  0.67955  -1.14235
C  2.03679  1.50617  1.30418
C  1.99613  1.56460  -0.25745
C  2.82633  2.75559  -0.75095
O  3.74570  2.11365  -1.61381
C  3.69109  0.81594  -1.54992
O  4.44646  0.05227  -2.12909
O  2.69346  0.45649  -0.72931
H  1.72158  2.46516  1.71538
H  3.01509  1.21333  1.68530
H  1.32342  0.76328  1.66101
H  0.96983  1.55062  -0.62434
H  3.28470  3.19681  0.13411
H  2.22397  3.58884  -1.11283
C  0.77095  -0.02267  -4.56066
C  0.31572  0.24902  -3.14251
C  1.21876  1.34805  -2.52408
O  0.32626  2.31203  -2.07754
C  -0.92168  2.04391  -2.46588
O  -1.87321  2.78310  -2.36425
O  -0.96596  0.88594  -3.11958
H  0.51863  0.74099  -5.29636
H  0.30693  -0.93470  -4.93616
H  1.84441  -0.19938  -4.49316
H  0.37895  -0.64577  -2.52328
H  1.98692  1.68980  -3.21778
H  1.77941  1.03755  -1.64239
C  -1.58585  -3.49285  -2.06577
C  -2.27145  -2.28991  -2.66477
C  -1.33203  -1.31638  -3.33306
O  -1.75330  -1.19773  -4.66263
C  -2.86688  -1.91605  -4.84205
O  -3.45123  -2.08232  -5.91901
O  -3.17136  -2.63537  -3.74838
H  -0.98700  -3.16752  -1.21510
H  -1.00404  -4.08536  -2.77184
H  -2.30969  -4.13602  -1.56528
H  -2.78472  -1.80027  -1.83718
H  -0.29575  -1.63111  -3.20992
H  -1.45936  -0.34803  -2.84914
C  0.18639  0.58359  3.43034
C  -0.48803  1.79717  2.74095
C  -1.56385  2.54476  3.59697
O  -1.15798  3.89191  3.37258
C  0.02911  3.97921  2.81873
O  0.62927  5.03328  2.60307
O  0.49386  2.76181  2.47494
H  0.95899  0.22694  2.74915
H  -0.51811  -0.24188  3.53204
H  0.59713  0.84869  4.40457
H  -1.02849  1.54133  1.82961
H  -1.58783  2.24064  4.64341
H  -2.57803  2.39765  3.22562
C  -2.68868  3.63390  -0.14381
C  -1.22345  3.66368  0.41595
C  -0.27777  2.49619  -0.02037
O  0.83564  3.15544  -0.48822
C  0.54044  4.36796  -0.80758
O  1.14983  4.97256  -1.67008
O  -0.60980  4.73431  -0.30556
H  -2.76608  3.56151  -1.22865
H  -3.26561  4.53207  0.07653
H  -3.23698  2.80257  0.29933
H  -1.11029  3.92902  1.46709
H  -0.63253  1.82315  -0.80093
H  -0.03860  1.95548  0.89534
C  1.76479  -1.01944  1.66049
C  0.91765  -2.20163  2.07073
C  1.18781  -3.45755  1.24035
O  1.31096  -4.41952  2.25034
C  1.52928  -3.86746  3.44049
O  1.85944  -4.47796  4.40807
O  1.24094  -2.54478  3.39013
H  2.84078  -1.19217  1.68315
H  1.58281  -0.12915  2.26244
H  1.55501  -0.72120  0.63328
H  -0.13930  -1.97571  2.21187
H  2.08469  -3.38601  0.62506
H  0.41424  -3.71864  0.51819
C  -1.56559  -1.41515  2.65147
C  -2.82297  -0.85368  3.29761
C  -3.01763  -1.30662  4.73884
O  -3.50229  -0.15461  5.40637
C  -2.99495  0.84982  4.73257
O  -3.08792  2.05852  5.07472
O  -2.55769  0.47649  3.53482
H  -0.67742  -1.36784  3.28157
H  -1.32911  -1.00471  1.66978
H  -1.75739  -2.47791  2.50370
H  -3.67780  -1.06078  2.65381
H  -2.07642  -1.59331  5.20793
H  -3.68482  -2.14399  4.94317
C  0.72221  -3.81109  -1.84721
C  1.22708  -2.40433  -2.29629
C  2.52748  -1.83120  -1.69470
O  3.19250  -1.33697  -2.81688
C  2.59757  -1.74151  -3.90049
O  2.96359  -1.45076  -5.00629
O  1.58139  -2.50369  -3.63637
H  0.05030  -4.21134  -2.60645
H  0.24548  -3.75429  -0.86864
H  1.60182  -4.45112  -1.77831
H  0.49438  -1.60080  -2.22153
H  3.14188  -2.61348  -1.24900
H  2.33051  -1.11119  -0.90041